[1]
This record from OMol25 describes a cluster of 3 separate species, C8H17BO11S2 in total in a non-equilibrium geometry. The level of theory is wB97M-V/def2-TZVPD.

```
39
Properties=species:S:1:pos:R:3:mulliken_charge:R:1
O -1.61 -3.61 0.68 -0.59
C -1.48 -2.48 1.08 0.34
O -0.27 -1.93 1.35 -0.42
C -2.74 -1.60 1.32 0.13
C -3.55 -1.52 0.01 -0.78
C -5.00 -2.03 0.12 -0.85
B -5.83 -1.35 1.29 0.47
O -6.68 -2.12 2.05 -0.53
H -0.46 -1.18 1.94 0.37
H -3.27 -2.08 2.15 0.25
H -2.36 -0.61 1.60 0.16
H -3.52 -0.49 -0.37 0.36
H -3.04 -2.12 -0.75 0.35
H -5.51 -1.80 -0.83 0.26
H -4.99 -3.13 0.20 0.34
H -5.74 -0.19 1.57 -0.11
H -6.48 -3.03 1.81 0.34
C 3.04 1.20 1.97 -0.25
C 2.34 2.26 2.78 -0.41
O 1.16 2.58 2.03 -0.32
S 0.66 1.26 1.26 1.32
O -0.38 0.66 2.04 -0.75
O 0.49 1.58 -0.10 -0.53
O 1.98 0.38 1.44 -0.23
H 3.58 1.63 1.13 0.18
H 3.72 0.59 2.57 0.35
H 2.95 3.15 2.92 0.34
H 2.03 1.88 3.75 0.29
C 4.80 1.63 -3.53 -0.33
C 4.03 0.42 -4.03 -0.34
O 2.93 0.29 -3.13 -0.31
S 2.48 1.74 -2.61 1.02
O 1.38 2.18 -3.38 -0.57
O 2.44 1.72 -1.19 -0.39
O 3.80 2.55 -3.09 -0.34
H 5.42 1.37 -2.67 0.26
H 5.42 2.08 -4.30 0.31
H 4.63 -0.48 -4.04 0.32
H 3.63 0.60 -5.03 0.30
```

Values from the calculation:
**Structure (SMILES)**: O=S1(=O)OCCO1.O=S1(=O)OCCO1.O=C(O)CCCBO
**E_HOMO**: -9.660 eV
**Total charge**: 0
**Gap between HOMO and LUMO**: 10.032 eV
**Multiplicity**: 1
**Calculated total energy**: -53439.92080 eV



[2]
This record from OMol25 describes a structure of composition C8H17BeP2 in a non-equilibrium geometry. The level of theory is wB97M-V/def2-TZVPD.

```
28
Properties=species:S:1:pos:R:3:mulliken_charge:R:1
C 0.33 1.11 -2.39 0.01
C 0.05 0.49 -3.59 -1.00
C -0.31 -0.86 -3.69 0.34
C -0.46 -1.70 -2.56 -1.23
C -0.42 -1.26 -1.27 0.50
Be -0.11 0.36 -0.93 -1.11
P -0.03 2.50 -0.06 0.05
H 0.78 2.12 -2.47 0.30
H 0.09 1.05 -4.54 0.17
H -0.46 -1.28 -4.69 0.27
H -0.60 -2.02 -0.49 0.19
H -0.66 -2.75 -2.79 0.20
H -1.15 2.97 0.70 0.03
H 0.10 3.60 -0.95 0.07
H 1.09 2.80 0.78 0.02
C -0.96 -1.80 2.14 -1.36
P -0.11 -0.34 1.43 0.95
C -0.34 0.91 2.76 -1.43
C 1.67 -0.72 1.65 -1.27
H -2.04 -1.63 2.13 0.32
H -0.63 -1.99 3.17 0.39
H -0.75 -2.68 1.52 0.41
H -0.20 0.44 3.73 0.40
H 0.40 1.71 2.66 0.40
H -1.35 1.34 2.69 0.30
H 1.86 -1.01 2.69 0.41
H 1.96 -1.53 0.97 0.36
H 2.25 0.17 1.41 0.30
```

Values from the calculation:
**E_HOMO**: -1.464 eV
**Total charge**: -1
**Gap between HOMO and LUMO**: 4.605 eV
**Multiplicity**: 1
**Calculated total energy**: -27547.80209 eV



[3]
This record from OMol25 describes a cluster of 4 separate species, C8H17ClN4O13PS3 in total in a non-equilibrium geometry. The level of theory is wB97M-V/def2-TZVPD.

```
47
Properties=species:S:1:pos:R:3:mulliken_charge:R:1
O -7.07 -2.51 -0.76 -0.46
P -5.54 -3.10 -0.99 0.25
Cl -5.78 -4.83 -2.09 -0.17
N -4.86 -1.86 -2.05 -0.16
C -4.00 -1.01 -1.47 0.71
N -3.42 0.03 -2.18 -0.46
C -2.68 0.62 -1.22 -0.67
N -2.74 -0.01 -0.04 0.03
N -3.59 -1.04 -0.20 -0.06
H -7.31 -2.67 0.17 0.36
H -5.13 -1.77 -3.02 0.29
H -2.02 1.50 -1.30 0.96
H -2.26 0.20 0.83 0.22
H -3.83 -1.67 0.57 0.26
C -0.68 -1.77 -3.37 -0.10
C 0.26 -0.66 -3.79 -0.36
O 1.45 -0.88 -3.03 -0.29
S 1.64 -2.46 -2.79 1.07
O 2.54 -2.96 -3.76 -0.51
O 1.81 -2.68 -1.39 -0.53
O 0.15 -2.92 -3.20 -0.34
H -1.15 -1.54 -2.40 0.11
H -1.46 -1.96 -4.11 0.33
H -0.15 0.33 -3.59 0.32
H 0.51 -0.73 -4.85 0.29
C 0.67 3.54 1.46 -0.29
C 1.81 2.79 0.81 -0.23
O 1.33 2.47 -0.50 -0.25
S 0.34 3.63 -1.01 1.01
O 1.06 4.51 -1.84 -0.52
O -0.88 3.02 -1.42 -0.57
O 0.10 4.35 0.41 -0.32
H -0.11 2.86 1.82 0.25
H 1.00 4.17 2.28 0.33
H 2.08 1.89 1.35 0.22
H 2.69 3.43 0.70 0.29
C 4.39 -1.10 4.43 -0.35
C 4.92 -0.14 3.39 -0.34
O 3.88 0.84 3.24 -0.27
S 3.13 1.03 4.66 1.12
O 3.68 2.17 5.30 -0.53
O 1.73 0.87 4.44 -0.54
O 3.70 -0.28 5.38 -0.30
H 3.67 -1.80 4.00 0.28
H 5.18 -1.66 4.92 0.32
H 5.13 -0.62 2.44 0.33
H 5.82 0.37 3.75 0.29
```

Values from the calculation:
**E_HOMO**: -13.462 eV
**Total charge**: +1
**Gap between HOMO and LUMO**: 10.131 eV
**Multiplicity**: 1
**Calculated total energy**: -95458.35493 eV



[4]
This record from OMol25 describes a structure of composition C8H17GdOP2 in a non-equilibrium geometry. The level of theory is wB97M-V/def2-TZVPD.

```
29
Properties=species:S:1:pos:R:3:mulliken_charge:R:1
C 1.29 -1.51 -2.62 -0.26
C 2.46 -2.20 -2.70 -0.71
C 3.26 -2.68 -1.63 -0.33
C 2.86 -2.66 -0.26 -0.29
C 1.76 -2.04 0.27 -0.77
Gd 1.06 -0.25 -0.87 0.53
P -1.53 -0.19 -2.44 -0.07
H 0.67 -1.52 -3.52 0.17
H 2.81 -2.48 -3.70 0.25
H 4.15 -3.25 -1.89 0.35
H 1.45 -2.40 1.26 0.27
H 3.52 -3.23 0.41 0.27
H -2.67 -0.62 -1.68 0.03
H -1.96 -0.50 -3.76 0.10
H -1.80 1.22 -2.46 0.04
C -1.92 3.12 1.37 -1.30
P -1.01 1.57 1.42 1.18
C 0.33 1.81 2.58 -1.14
C -2.24 0.34 1.85 -1.09
O -0.39 1.24 0.04 -0.40
H -2.99 2.92 1.17 0.38
H -1.51 3.74 0.57 0.33
H -1.87 3.68 2.33 0.36
H -0.06 2.27 3.49 0.41
H 0.80 0.84 2.82 0.36
H 1.07 2.48 2.13 0.30
H -2.62 -0.13 0.93 0.23
H -1.82 -0.41 2.54 0.36
H -3.07 0.86 2.34 0.45
```

Values from the calculation:
**E_HOMO (alpha / beta)**: -4.436 / -6.525 eV
**ΔE to the lowest compared entry with this formula, charge and spin**: 136.8 kJ/mol
**Total charge**: 0
**Gap between HOMO and LUMO (alpha / beta)**: 4.622 / 6.596 eV
**Multiplicity**: 8
**Calculated total energy**: -50023.64027 eV



[5]
This record from OMol25 describes an isolated molecule of C8H17ISi in a non-equilibrium geometry. The level of theory is wB97M-V/def2-TZVPD.

```
27
Properties=species:S:1:pos:R:3:mulliken_charge:R:1
C 0.29 1.12 -0.38 -0.50
C -1.01 -0.19 -0.11 -0.26
C 0.12 3.23 -1.79 -1.37
C 0.93 3.38 0.55 -1.62
C -1.33 -2.69 1.52 -1.03
C 1.21 -2.26 -0.47 -1.10
C -1.78 -3.04 -1.37 -0.98
C 0.00 2.67 -0.46 1.05
Si -0.60 -2.03 -0.13 0.53
I -2.97 0.66 0.08 -0.01
H 1.35 0.67 -0.49 0.18
H 0.12 4.29 -1.71 0.39
H -0.85 3.08 -2.41 0.26
H 0.94 2.80 -2.36 0.36
H 0.68 3.12 1.52 0.42
H 1.94 3.11 0.31 0.38
H 0.84 4.49 0.49 0.38
H -0.72 -2.53 2.40 0.33
H -2.29 -2.22 1.71 0.29
H -1.53 -3.87 1.45 0.24
H 1.36 -2.01 -1.52 0.34
H 1.68 -1.51 0.05 0.32
H 1.60 -3.19 -0.15 0.36
H -1.98 -4.04 -0.94 0.30
H -2.84 -2.50 -1.62 0.24
H -1.23 -3.15 -2.37 0.27
H -0.95 2.87 -0.09 0.22
```

Values from the calculation:
**Structure (SMILES)**: CC(C)/C=C(\I)[Si](C)(C)C
**E_HOMO (alpha / beta)**: -8.061 / -8.314 eV
**ΔE to the lowest compared entry with this formula, charge and spin**: 394.2 kJ/mol
**Total charge**: 0
**Gap between HOMO and LUMO (alpha / beta)**: 8.347 / 8.161 eV
**Multiplicity**: 1
**Calculated total energy**: -24545.89319 eV



[6]
This record from OMol25 describes a structure of composition C8H17IrP2 in a non-equilibrium geometry. The level of theory is wB97M-V/def2-TZVPD.

```
28
Properties=species:S:1:pos:R:3:mulliken_charge:R:1
C -0.68 0.11 -1.93 -0.64
C -1.44 1.24 -1.49 -0.18
C -0.55 2.23 -0.97 -0.53
C 0.81 1.72 -1.11 -0.76
C 0.72 0.42 -1.72 -0.34
Ir -0.20 0.30 0.26 0.12
P -0.33 -1.88 0.68 -0.08
H -1.08 -0.79 -2.38 0.55
H -2.53 1.33 -1.52 0.29
H -0.84 3.20 -0.58 0.25
H 1.56 -0.24 -1.95 0.46
H 1.72 2.24 -0.82 0.63
H 0.80 -2.63 0.24 0.06
H -1.37 -2.56 -0.03 0.07
H -0.51 -2.33 2.01 0.04
C -0.45 1.34 3.51 -1.10
P 0.70 0.88 2.22 1.06
C 1.89 2.23 1.98 -1.41
C 1.75 -0.46 2.90 -1.67
H -1.12 2.14 3.17 0.28
H 0.10 1.69 4.38 0.40
H -1.05 0.46 3.80 0.34
H 2.50 2.35 2.89 0.50
H 2.56 2.01 1.14 0.23
H 1.37 3.17 1.79 0.38
H 2.48 -0.03 3.61 0.54
H 1.13 -1.19 3.41 0.32
H 2.31 -0.93 2.08 0.21
```

Values from the calculation:
**E_HOMO (alpha / beta)**: -2.119 / -9.340 eV
**ΔE to the lowest compared entry with this formula, charge and spin**: 28.3 kJ/mol
**Total charge**: 0
**Gap between HOMO and LUMO (alpha / beta)**: 2.570 / 7.120 eV
**Multiplicity**: 5
**Calculated total energy**: -29980.62199 eV



[7]
This record from OMol25 describes the ion C8H17N2O with charge +1 in a non-equilibrium geometry. The level of theory is wB97M-V/def2-TZVPD.

```
28
Properties=species:S:1:pos:R:3:mulliken_charge:R:1
C 0.54 -0.53 0.90 -0.29
C -0.48 0.07 -0.05 0.69
C 2.48 -0.33 -0.65 0.38
C -1.49 -0.99 -0.45 -0.68
C 3.93 -0.49 -0.81 -1.22
C -2.27 -1.68 0.61 -1.45
C -0.12 2.45 0.76 -1.23
C -1.10 1.29 0.71 -0.69
N 1.88 -0.59 0.50 0.04
N -2.45 -0.44 -1.48 -0.22
O 0.28 -0.93 2.01 -0.56
H 0.01 0.45 -0.95 0.63
H 1.89 -0.02 -1.49 0.46
H 4.37 0.40 -1.27 0.34
H 4.14 -1.31 -1.50 0.33
H 4.42 -0.69 0.14 0.31
H -2.76 -2.57 0.21 0.42
H -3.06 -1.03 1.04 0.38
H -1.62 -1.99 1.43 0.33
H -0.56 3.28 1.31 0.39
H 0.11 2.81 -0.24 0.32
H 0.81 2.17 1.25 0.30
H -2.01 1.61 0.20 0.30
H -1.36 0.97 1.72 0.37
H 2.47 -0.94 1.26 0.32
H -2.90 -1.23 -1.94 0.39
H -1.96 0.13 -2.17 0.31
H -3.20 0.13 -1.05 0.33
```

Values from the calculation:
**E_HOMO (alpha / beta)**: -10.181 / -9.245 eV
**ΔE to the lowest compared entry with this formula, charge and spin**: 289.9 kJ/mol
**Total charge**: +1
**Gap between HOMO and LUMO (alpha / beta)**: 5.498 / 3.804 eV
**Multiplicity**: 1
**Calculated total energy**: -13589.96422 eV